#P
{
  "formula": "C3H4N2O2",
  "method": "the ωB97M-V functional and the def2-TZVPD basis",
  "species": ["O", "N", "O", "N", "C", "C", "C", "H", "H", "H", "H"],
  "xyz": [[-1.46999, -0.99901, -1.60082], [-0.78049, -0.03358, -1.61006], [-0.34520, 0.66188, -2.45874], [-0.43322, 0.44072, -0.16350], [-0.75490, -0.42293, 0.90139], [0.49363, -0.40945, 1.46058], [1.03579, 0.51584, 0.20784], [-1.71425, -0.75230, 0.99459], [1.03150, -0.66426, 2.33262], [1.29135, 1.49415, 0.51759], [1.64577, 0.16893, -0.58149]],
  "lowdin_charge": [0.098, -0.390, 0.113, -0.038, -0.086, 0.036, -0.051, 0.079, 0.063, 0.086, 0.091],
  "gap_ev": 9.858,
  "e_lumo_ev": 0.59,
  "homo_energy_ev": -9.3,
  "smiles": "O=[N+]([O-])N1C=CC1"
}

---

#Q
{
  "formula": "C3H4N2O2",
  "method": "the ωB97M-V functional and the def2-TZVPD basis",
  "species": ["C", "C", "C", "O", "N", "N", "O", "H", "H", "H", "H"],
  "xyz": [[-0.36838, 0.10412, -0.78804], [1.23443, 0.86486, 0.00181], [-0.06465, -0.53194, 1.17486], [-1.26662, 1.12673, -0.84724], [1.49060, 0.71502, 1.16253], [0.21601, -1.70428, 1.28743], [-0.31015, -0.76611, -1.61554], [-1.81032, 1.00965, -1.64738], [-0.12059, -2.42918, 0.66333], [1.65294, 1.31093, -0.89214], [-0.65328, 0.30019, 1.50036]],
  "lowdin_charge": [-0.538, -0.135, -0.154, 0.053, 0.092, 0.155, 0.069, 0.122, 0.098, 0.114, 0.123],
  "gap_ev": 8.401,
  "e_lumo_ev": -0.38,
  "homo_energy_ev": -8.8
}

---

#Q has the most favorable energy; the next structure is 1.051 eV above.